81
Properties=species:S:1:pos:R:3:forces:R:3:mulliken_charge:R:1 method="wB97M-V/def2-TZVPD" total_energy_ev=-127124.53127 e_above_lowest_kcal_mol=22.8 total_charge=+1 lumo_ev="-2.964 / -3.496" spin_multiplicity=6 homo_lumo_gap_ev="5.0199 / 6.5631"
Ru -2.1030 -0.6901 0.1599 0.9785 -3.5258 3.0981 0.148
C -0.8563 -0.1610 2.3136 -1.6089 0.9161 0.0566 0.389
C -2.0086 0.5729 1.8374 -0.7539 -1.0020 1.7860 0.429
C -2.6957 -1.5614 2.5132 1.1837 0.2382 0.9337 0.688
C -1.3040 -1.4166 2.7900 -1.0746 0.3653 -0.3669 2.100
C -3.1941 -0.3117 1.9800 1.9692 0.4911 0.9501 0.449
C 0.4913 0.4022 2.5255 0.6971 0.0456 -0.1131 -1.639
H 0.6119 1.4176 2.1196 -0.1197 -0.3145 0.0673 0.455
H 1.2512 -0.2512 2.0713 -0.0717 0.2486 0.1116 0.062
H 0.7120 0.4480 3.6019 0.0018 0.0226 -0.1665 0.312
C -0.4288 -2.2684 3.6129 0.5319 -0.8822 0.1305 -1.496
H -0.3674 -1.8941 4.6514 -0.1379 -0.0612 -0.3449 0.327
H 0.6035 -2.2783 3.2261 -0.3590 -0.0221 0.1530 0.295
H -0.7836 -3.3031 3.6504 0.1108 0.0760 0.0508 0.433
C -3.4335 -2.8246 2.7739 -0.3100 -0.3789 -0.0380 -1.925
H -3.4912 -3.0444 3.8501 -0.0006 0.0809 -0.2205 0.358
H -2.9137 -3.6757 2.2962 -0.2713 0.3229 0.1486 0.257
H -4.4592 -2.7767 2.3884 0.2096 -0.1005 0.0730 0.419
C -4.5901 0.1913 1.9317 -0.6091 -0.0001 -0.2996 -1.381
H -4.8024 0.9945 2.6598 0.2565 -0.3952 -0.1053 0.293
H -5.3397 -0.6040 2.0737 0.3238 0.2869 -0.1277 0.341
H -4.7325 0.6352 0.9446 -0.4997 0.0665 0.0005 0.157
C -2.0565 2.0498 1.8087 0.2170 0.3747 -0.0372 -1.725
H -3.0597 2.4287 1.5915 0.2077 0.0302 -0.0469 0.409
H -1.3413 2.4145 1.0652 -0.1073 0.3454 0.0285 -0.015
H -1.7449 2.4135 2.7968 -0.1382 0.2277 -0.2329 0.387
C 4.4551 1.3683 -0.1489 0.4495 0.3983 0.3143 -0.192
C 4.2097 2.6374 0.2366 0.2662 -1.0825 0.1005 -0.593
C 3.6196 3.8413 -0.4435 0.0491 0.3272 -0.1796 -0.868
C 3.0357 3.7553 -1.8715 -0.6016 0.4094 -0.5933 -0.744
C 1.7335 2.9726 -1.6523 -1.2273 0.8198 -0.0910 -0.596
C 1.9770 1.6032 -1.3361 -1.5369 -2.4169 2.9311 0.078
C 2.8075 0.5479 -1.9152 0.7307 -1.0041 -0.6309 -0.083
C 4.3121 0.6967 -1.4970 -0.1813 -0.0731 -0.5089 -0.912
H 4.3496 4.6617 -0.4164 -0.0457 -0.1779 -0.0214 0.546
H 3.7166 3.2664 -2.5930 -0.3496 0.2670 0.3829 0.432
H 2.7930 4.1682 0.2077 0.2711 0.1334 -0.0700 0.378
H 4.8787 1.2167 -2.2892 -0.1705 -0.0748 0.3893 0.341
H 4.8558 0.6861 0.6129 -0.1331 0.4980 -0.1281 0.400
H 4.4528 2.8540 1.2832 -0.1068 -0.0752 -0.2976 0.367
H 4.7104 -0.3326 -1.4376 -0.0107 0.5934 -0.0368 0.465
H 2.4810 -0.4194 -1.4930 -0.1944 0.5016 -0.0673 -0.021
H 1.6462 1.3399 -0.3201 -0.1336 -0.1612 -0.4232 0.499
H 2.7028 0.4186 -3.0080 0.3027 0.2706 0.2858 0.162
H 2.7774 4.7700 -2.2153 0.4271 -0.2481 -0.0171 0.381
H 1.1108 3.5196 -0.9202 0.5706 -0.4894 0.2304 0.433
P 0.3294 2.2874 -2.7586 1.9857 2.7308 -2.6755 0.912
C 1.3474 2.3480 -4.3248 -0.2564 -0.5026 -0.2594 -1.465
C -0.7169 3.7603 -3.1499 -0.7108 0.1604 0.1126 -1.382
P -2.0277 0.3160 -1.6291 1.3293 2.1654 -2.7922 1.179
C -0.7277 0.8045 -2.8713 -0.0314 0.1071 -0.6117 -1.217
C -3.2051 1.7272 -1.5609 -0.1273 -0.0058 -0.7221 -1.275
C -2.5484 -1.2889 -2.3845 -0.4641 1.1270 -0.9548 -1.851
H 1.4649 1.3459 -4.7522 0.1303 0.2063 0.0082 0.392
H 2.3366 2.7978 -4.1387 -0.5062 -0.3857 0.0076 0.247
H 0.8378 2.9822 -5.0694 0.1577 -0.4204 0.3489 0.517
H -0.7740 3.8803 -4.2449 -0.0546 -0.1960 0.4936 0.445
H -0.2683 4.6841 -2.7528 -0.0790 -0.4369 0.0012 0.349
H -1.7442 3.6722 -2.7770 0.2860 0.1151 0.0058 0.313
H -3.2443 -1.0506 -3.1894 -0.0242 -0.4896 -0.2976 0.612
H -3.0512 -1.8848 -1.6246 -0.1028 -0.3213 -0.2193 0.473
H -1.6339 -1.7867 -2.7202 -0.3199 -0.0376 0.0512 0.427
H -0.0038 -0.0035 -3.0751 -0.4127 -0.0270 0.5296 0.412
H -1.2487 0.9695 -3.8435 0.3547 0.2432 0.2531 0.596
H -4.0311 1.5040 -0.8661 0.3810 -0.0114 -0.3499 0.203
H -3.6155 1.9918 -2.5429 -0.0560 0.1402 0.1625 0.502
H -2.6389 2.5772 -1.1391 -0.2946 -0.3874 -0.1613 0.240
Br 3.0232 -2.3709 1.2488 -0.0592 -0.3951 0.1191 -0.076
C 1.7916 -3.8232 1.4346 -0.5766 -0.5494 -0.3898 -0.209
C 2.1454 -4.8490 2.3152 -0.1422 0.1721 0.0779 -0.446
C 1.2564 -5.8895 2.5876 0.1629 0.3234 -0.2373 -0.538
C 0.0386 -5.9519 1.9183 -0.3535 -0.2468 -0.0936 -0.671
C -0.3180 -4.9558 1.0175 0.6126 0.2136 -0.0867 -0.373
C 0.5521 -3.8731 0.7560 0.2829 0.2379 0.5736 0.334
C -0.0004 -2.7020 -0.0219 -0.6840 1.2892 -0.8229 0.675
O 0.6906 -1.7522 -0.4851 -1.0211 -1.5005 0.7628 -0.255
O -1.3092 -2.7245 -0.1131 1.1137 0.2319 0.1738 -0.739
H 3.1035 -4.8093 2.8219 -0.1120 0.0408 -0.0387 0.411
H 1.5230 -6.6382 3.3286 -0.0052 0.0631 -0.1959 0.409
H -0.6506 -6.7876 2.0978 0.3364 0.4208 -0.0328 0.367
H -1.2710 -4.9853 0.4920 0.2593 0.0537 0.2021 0.480

84
Properties=species:S:1:pos:R:3:forces:R:3:mulliken_charge:R:1 method="wB97M-V/def2-TZVPD" total_energy_ev=-85368.88616 total_charge=+1 lumo_ev="-3.927 / -3.294" spin_multiplicity=7 homo_lumo_gap_ev="5.8596 / 6.4972"
Eu 0.1380 0.0950 0.0734 -1.7331 -2.5177 0.2260 -1.012
C 2.2521 1.0758 0.5422 -0.9220 2.8539 -1.3676 0.826
C 2.0850 1.0985 -0.9448 -1.7449 2.7399 1.9116 1.260
C 0.3551 2.4609 0.0079 3.1264 -0.6025 -0.2979 0.756
C 1.2303 1.9674 1.1061 1.0913 0.5871 -2.7036 1.305
C 0.8903 1.9520 -1.2779 2.5625 0.7503 2.6349 0.850
C 3.4736 0.5713 1.2452 0.7122 -0.2365 0.3512 -1.871
H 3.9276 -0.3298 0.7865 -0.3627 0.4469 0.0570 0.334
H 3.3132 0.3244 2.3100 -0.0938 0.1957 -0.4783 0.374
H 4.2640 1.3530 1.2301 -0.4075 -0.3685 -0.0428 0.343
C 1.1996 2.4797 2.4789 -0.2385 0.5405 1.3881 -1.293
H 1.9239 2.0007 3.1568 -0.2253 0.1043 -0.4083 0.397
H 0.2189 2.4033 2.9660 0.5609 0.0323 -0.4846 -0.051
H 1.4442 3.5552 2.4850 0.0291 -0.2821 -0.1474 0.381
C -0.7109 3.4843 0.1415 -0.8492 0.7436 0.2563 -1.647
H -0.2965 4.4949 -0.0526 -0.1106 -0.4631 0.0178 0.405
H -1.1490 3.5164 1.1531 0.2857 -0.1438 -0.3596 0.129
H -1.5651 3.3623 -0.5560 0.5526 -0.0698 0.2665 0.169
C 0.6388 2.7155 -2.5307 -0.1883 0.5544 -1.1202 -1.879
H 1.3062 3.6009 -2.5335 -0.2066 -0.3723 0.0607 0.364
H -0.3834 3.1328 -2.5905 0.4486 -0.2835 0.2020 0.439
H 0.8186 2.2183 -3.5022 -0.0037 -0.1675 0.6250 0.325
C 3.2836 0.9763 -1.7659 1.5736 -0.3427 -1.0955 -1.810
H 3.9632 1.8128 -1.5057 -0.2635 -0.2781 -0.0655 0.358
H 3.1209 1.0751 -2.8452 -0.1531 -0.2327 0.2209 0.464
H 3.8819 0.0650 -1.5779 -0.3772 0.2497 -0.1831 0.186
C 0.8144 -3.0044 -1.8747 1.4112 0.2515 0.4702 0.205
C 2.0919 -2.5444 -1.8218 -1.2095 -0.5849 0.6189 0.186
C 3.1212 -2.9027 -2.8424 0.7763 -0.4351 0.3073 -1.234
C 2.8844 -2.1548 -4.1778 0.2760 0.0092 -0.5211 -1.053
C 1.6620 -1.2729 -4.1747 -0.5609 0.2468 -1.3879 -0.166
C 0.4224 -1.7861 -4.2626 0.2889 0.6364 -1.1242 -0.378
C 0.1529 -3.2588 -4.3022 -0.1832 -0.2341 -0.5839 -0.863
C 0.3354 -3.9485 -2.9299 -0.4814 -0.7478 0.2013 -1.181
H 3.1221 -3.9893 -3.0206 -0.1048 0.3034 0.0255 0.450
H 2.7700 -2.9144 -4.9681 -0.1722 0.1959 0.2088 0.387
H 4.1330 -2.6826 -2.4452 -0.5696 -0.0151 -0.2160 0.353
H 1.0259 -4.7980 -3.0322 -0.0855 0.2767 0.0531 0.411
H 0.0015 -2.7036 -1.2069 0.4295 0.2367 0.3907 0.335
H 2.4830 -1.8469 -1.0733 -0.6199 -0.0512 0.1453 0.278
H -0.6225 -4.3990 -2.6054 0.4327 0.2614 -0.1372 0.334
H -0.8445 -3.4546 -4.7303 0.2685 0.1348 0.4106 0.402
H -0.4238 -1.1465 -4.5490 0.3746 0.0328 0.5014 0.438
H 0.8337 -3.7383 -5.0222 -0.0111 0.2097 0.1890 0.367
H 3.7844 -1.6083 -4.5042 -0.3846 0.0499 0.4374 0.333
H 1.8065 -0.1983 -4.3721 -0.1324 -0.4917 0.4078 0.497
P 0.4074 -1.4404 2.0740 0.9062 -1.2390 2.7979 1.584
C 0.6745 -0.5682 3.6315 -0.0393 0.3699 0.8950 -1.109
H 0.6098 -1.3272 4.4180 0.0752 0.0141 0.0163 0.637
H -0.0577 0.2089 3.8755 0.3000 -0.4424 -0.4146 -0.078
H 1.6755 -0.1177 3.6999 -0.3337 -0.1980 -0.2020 0.244
C -1.0021 -2.4775 2.4736 -0.8736 -0.7307 0.1759 -1.375
H -0.7769 -2.9541 3.4393 -0.1776 0.0386 -0.2193 0.491
H -1.1624 -3.2782 1.7338 0.1383 0.2700 0.1657 0.401
H -1.9465 -1.9200 2.5794 0.4259 0.0064 -0.0427 0.277
C 1.7781 -2.5857 2.1982 0.7862 -1.0687 0.1501 -1.387
H 1.6954 -3.4258 1.4975 0.0089 0.2222 0.0314 0.425
H 1.7473 -3.0004 3.2166 0.1387 -0.0100 -0.2365 0.485
H 2.7649 -2.1148 2.0589 -0.4797 -0.0270 -0.0039 0.316
P -2.0962 -0.0271 -1.0996 -3.3006 1.0873 -1.1186 1.951
C -2.3466 1.1064 -2.4852 -0.1163 0.2093 -1.7796 -1.663
H -3.1813 0.6829 -3.0587 0.0758 0.2887 -0.1269 0.516
H -1.5114 1.2878 -3.1662 -0.0406 -0.4494 0.0807 0.273
H -2.6601 2.1112 -2.1383 0.1425 -0.7502 0.1517 0.394
C -2.9502 -1.5922 -1.2782 -0.6521 -1.3685 -1.0634 -1.303
H -2.7132 -2.0906 -2.2228 0.1614 -0.1643 0.1511 0.370
H -4.0316 -1.3929 -1.3045 0.3062 -0.0799 0.0167 0.495
H -2.7776 -2.3039 -0.4469 0.1699 0.5200 -0.3353 0.311
C -3.4689 0.7318 -0.2464 -0.9800 0.6530 1.1037 -1.999
H -4.3229 0.7570 -0.9418 0.3001 -0.0955 0.0271 0.766
H -3.2932 1.7657 0.0693 0.2094 -0.4547 -0.1068 0.271
H -3.7995 0.1636 0.6247 0.2817 0.0564 -0.1571 0.392
F -4.5764 3.2310 6.2431 0.1182 -0.0746 -0.1094 -0.306
C -3.8214 2.7309 5.2612 0.1773 -0.1059 -0.1756 0.722
C -2.4635 2.5099 5.4296 -0.8808 0.1976 -0.0113 -0.025
F -1.9340 2.8276 6.6315 0.0147 -0.3260 -0.8821 -0.299
C -1.6799 1.9943 4.3973 0.6066 -0.0519 -0.0209 -0.154
F -0.3661 1.9301 4.8797 -0.5990 -0.3529 -0.9898 -0.364
C -2.1263 1.6077 3.0235 -3.5221 2.3371 4.8691 0.164
O -1.4909 1.1479 2.0780 2.3560 -1.9683 -3.1836 0.162
C -3.5658 1.9081 3.0082 -0.4049 0.0157 -0.4275 -0.162
F -4.3688 1.7332 1.8969 0.8756 -0.0615 0.4484 -0.417
C -4.3610 2.4223 4.0232 0.2504 0.2585 0.8727 0.089
F -5.6785 2.6486 3.8420 0.7701 -0.2483 -0.2070 -0.297

86
Properties=species:S:1:pos:R:3:forces:R:3:mulliken_charge:R:1 method="wB97M-V/def2-TZVPD" total_energy_ev=-294630.87774 total_charge=-2 lumo_ev="4.158 / 4.158" spin_multiplicity=3 homo_lumo_gap_ev="4.4561 / 4.5315"
Ni 0.3535 0.5991 -0.2507 -2.2651 -1.4365 3.3506 -0.135
C 3.3262 -2.0826 1.1616 -0.0778 0.0052 0.0338 -1.343
C 2.0172 -1.3146 1.1583 0.0070 0.1681 -0.2523 0.912
O 2.0055 -0.2728 0.4196 0.0719 -0.2458 0.2655 -0.783
C 0.9610 -1.8003 1.9032 0.0643 -0.2949 0.1215 -0.908
C -0.3642 -1.2774 1.9364 -0.2098 0.1114 -0.0004 1.213
C -1.3903 -2.0407 2.7441 -0.0970 0.1600 -0.0946 -1.515
N -0.6894 -0.2134 1.2712 0.1047 0.0176 0.1384 0.293
N -2.0041 0.2227 1.3150 -0.3829 -0.0748 0.1344 -0.763
C -2.2051 1.1974 0.4665 0.4186 -0.1603 0.1273 0.085
O -1.3477 1.7151 -0.3307 -0.2168 0.0117 0.1423 -0.749
C -3.5748 1.7801 0.4902 -0.1574 0.0379 -0.0157 0.406
C -3.7394 3.1492 0.3029 0.0190 -0.0331 -0.0081 -0.450
C -5.0015 3.7171 0.3639 -0.0371 0.0951 0.0372 -0.544
C -6.1183 2.9240 0.5846 -0.0669 -0.0145 -0.0394 -0.372
C -5.9619 1.5528 0.7403 -0.0551 0.0086 0.0685 -0.707
C -4.6982 0.9851 0.7069 0.0227 0.0697 0.0085 -0.114
H 3.7462 -2.0729 0.1544 -0.0266 0.0755 0.0117 0.227
H 3.1660 -3.1153 1.4716 0.0672 -0.0251 0.0877 0.331
H 4.0439 -1.6112 1.8379 0.0125 0.0175 -0.0399 0.416
H 1.1318 -2.7058 2.4750 -0.0087 -0.0085 -0.0407 0.209
H -1.3514 -3.1041 2.4958 0.0736 0.0155 0.0305 0.325
H -2.3801 -1.6450 2.5281 0.0010 -0.0674 0.0668 0.303
H -1.1935 -1.9287 3.8138 0.0317 -0.0393 -0.0181 0.434
H -2.8648 3.7620 0.1291 0.0382 -0.0604 -0.0667 0.461
H -5.1107 4.7887 0.2480 -0.0260 0.0196 -0.0316 0.365
H -7.1060 3.3682 0.6313 0.0053 0.0068 -0.0194 0.353
H -6.8307 0.9251 0.9023 -0.0098 -0.0143 -0.0017 0.366
H -4.5656 -0.0774 0.8558 0.0521 -0.0098 -0.0047 0.331
Se 2.5766 -0.3641 -2.4182 1.4800 -1.5200 0.2406 -0.064
Se 3.1661 -0.6479 -4.6060 -0.2045 -0.1563 -0.4669 -0.736
Te 1.3812 2.7059 -4.1116 -0.4197 0.4336 0.0432 -0.458
Se 1.1011 1.3416 -2.0074 1.7505 2.7428 -3.9692 -0.367
O -0.6200 -1.2487 -1.3324 -0.1379 0.0720 0.6025 2.196
P -0.9662 -2.0609 -2.5273 0.2225 0.1070 -0.7294 -1.879
C -2.5841 -2.9124 -2.1877 0.5613 0.1017 -0.1921 0.904
C -2.3093 -3.9351 -1.0835 -0.0692 -0.1727 -0.0440 -0.026
C -3.5531 -4.7787 -0.7713 -0.0464 0.0748 -0.0437 -0.981
C -4.8436 -3.9716 -0.9672 -0.0072 0.0364 0.1645 -1.037
C -4.5865 -2.4998 -0.6579 -0.0858 -0.1248 -0.1587 -0.712
C -3.6336 -1.8969 -1.7011 -0.1018 0.1635 0.0851 -0.443
C 0.3511 -3.3158 -2.8720 -0.2362 0.2436 0.0476 0.866
C -0.0141 -4.5781 -3.6772 -0.0212 -0.1265 0.0083 -0.941
C 0.8120 -5.7875 -3.2204 0.0702 0.0098 -0.1412 -0.929
C 2.2797 -5.4048 -3.0281 -0.0320 -0.0724 0.1174 -0.859
C 2.4429 -4.2923 -1.9687 -0.0620 -0.0640 -0.0065 -0.560
C 1.0956 -3.6846 -1.5864 0.2463 0.2360 0.1601 0.209
C -1.0267 -1.0054 -4.0307 -0.0071 -0.1358 0.4262 0.975
C -1.4006 -1.7264 -5.3366 -0.1561 -0.1279 0.1242 -0.644
C -2.8492 -1.4314 -5.7215 0.0750 -0.0053 -0.1329 -0.581
C -3.0262 0.0609 -6.0402 0.0780 -0.0211 0.0548 -0.753
C -2.1145 0.9277 -5.1548 -0.2222 -0.1356 0.0556 -1.163
C -1.8974 0.2414 -3.8108 0.1046 0.2388 0.0663 0.215
H -2.9298 -3.4299 -3.0903 0.0050 -0.0032 -0.0220 1.073
H -1.9831 -3.3852 -0.1968 0.0687 -0.0287 -0.0063 -0.288
H -1.4934 -4.5953 -1.3771 0.0192 0.0086 0.1185 -0.219
H -3.4944 -5.1260 0.2637 0.0042 -0.0590 -0.0009 0.402
H -3.5719 -5.6664 -1.4113 0.0106 -0.0146 0.0377 0.360
H -5.6363 -4.3696 -0.3277 -0.0351 -0.0284 -0.0632 0.471
H -5.1874 -4.0596 -2.0022 -0.0388 -0.0046 -0.0224 0.344
H -4.1570 -2.4112 0.3439 0.0294 0.0291 0.0223 0.032
H -5.5254 -1.9402 -0.6556 0.0440 0.0387 0.0478 0.625
H -3.1292 -1.0326 -1.2600 0.0020 0.0015 -0.0362 -0.322
H -4.2203 -1.5411 -2.5525 0.0336 0.0137 0.0029 0.086
H 1.0651 -2.7299 -3.4711 -0.0362 0.0712 0.0830 0.478
H 0.2100 -4.3979 -4.7311 -0.1265 -0.0052 -0.0344 0.524
H -1.0792 -4.8222 -3.5975 0.0058 0.0129 -0.0894 0.155
H 0.7301 -6.5843 -3.9673 -0.0495 -0.0165 0.0522 0.490
H 0.4110 -6.1856 -2.2834 -0.0064 -0.0212 -0.0042 0.330
H 2.6824 -5.0555 -3.9823 -0.0008 -0.0556 -0.0365 0.360
H 2.8481 -6.2923 -2.7333 0.0488 0.0237 -0.1143 0.429
H 3.0712 -3.4968 -2.3784 -0.0010 0.0117 0.0923 0.041
H 2.9358 -4.6794 -1.0718 0.0130 0.0139 -0.0263 0.529
H 1.2571 -2.7911 -0.9859 -0.0452 0.0529 -0.0120 -1.309
H 0.5208 -4.3745 -0.9620 -0.0097 0.0007 -0.0395 0.376
H 0.0206 -0.6688 -4.1002 -0.0551 -0.0530 0.0144 -0.292
H -1.2529 -2.8033 -5.2317 0.0582 -0.0295 -0.1561 0.142
H -0.7389 -1.3771 -6.1322 0.0647 -0.0952 -0.0166 0.500
H -3.5026 -1.7153 -4.8908 -0.0384 -0.0327 -0.0093 0.024
H -3.1447 -2.0371 -6.5837 -0.0432 -0.0341 0.0430 0.547
H -4.0741 0.3391 -5.8878 0.0032 0.0213 -0.0704 0.326
H -2.7833 0.2391 -7.0915 -0.0925 0.0009 -0.0483 0.358
H -2.5558 1.9150 -5.0075 0.0847 0.0319 -0.0373 0.432
H -1.1409 1.0743 -5.6264 -0.0068 0.0860 0.0375 0.279
H -2.8658 -0.0139 -3.3706 -0.0063 0.0256 -0.0211 -0.027
H -1.4051 0.9192 -3.1124 -0.0354 -0.0960 0.0124 -0.137